{
  "formula": "C38H28Cl2N9O5S2W",
  "method": "ωB97M-V/def2-TZVPD",
  "species": ["C", "H", "H", "C", "H", "O", "H", "O", "C", "O", "H", "C", "H", "Cl", "C", "H", "N", "C", "H", "H", "O", "H", "H", "H", "C", "C", "C", "C", "C", "C", "C", "H", "H", "C", "W", "H", "C", "H", "H", "H", "N", "C", "Cl", "C", "C", "C", "N", "C", "H", "O", "C", "N", "N", "N", "H", "S", "C", "C", "H", "C", "C", "C", "C", "C", "N", "H", "C", "N", "C", "H", "H", "H", "C", "C", "C", "C", "C", "S", "H", "H", "C", "H", "C", "C", "N"],
  "xyz": [[0.691, -2.600, 2.837], [4.056, 4.179, -4.122], [4.167, -4.549, -1.208], [3.289, 2.508, -2.222], [1.457, -2.779, 3.567], [-0.779, -4.618, -1.336], [-1.179, 3.446, 3.936], [0.077, -1.880, -3.916], [3.065, 0.785, 3.726], [-4.261, -1.125, 1.556], [2.602, 5.178, -4.074], [-2.676, 0.526, 2.067], [-3.662, 4.061, -1.026], [-4.996, -4.613, -3.839], [-2.504, -2.556, -1.543], [-0.717, -4.286, 2.972], [-2.650, -0.763, -0.034], [1.090, -3.211, -1.062], [4.089, -0.193, 5.348], [4.788, 1.355, 4.875], [0.280, 0.464, -4.632], [-5.383, -1.035, -0.593], [2.638, 3.720, -5.062], [4.347, 2.478, -2.448], [3.668, -2.503, -0.774], [-3.340, -1.682, -0.867], [2.050, -4.192, -1.225], [1.544, 0.706, 1.296], [-2.848, 2.083, 3.846], [1.439, 1.679, -0.885], [3.376, -3.824, -1.078], [0.416, 3.957, -3.194], [1.737, -5.195, -1.473], [-1.630, 2.601, 3.433], [-0.687, -0.450, -0.708], [3.608, 2.767, 3.085], [-5.219, -2.610, -2.013], [3.498, 1.083, -0.676], [2.233, -1.112, 4.090], [2.299, 2.701, 1.062], [1.358, -1.949, -0.758], [-2.797, 3.424, -1.052], [-6.918, -2.621, -2.299], [3.852, 0.813, 5.004], [-0.417, -3.351, 2.535], [-2.743, 2.057, -0.801], [-0.740, 2.672, -1.257], [1.516, -0.344, 2.215], [-2.364, -4.126, -3.015], [0.416, -0.113, -2.254], [-0.981, 2.020, 2.353], [-0.378, -1.529, 1.231], [-1.133, -2.340, -1.287], [-1.490, 0.982, 1.697], [-4.352, 0.585, 3.388], [-2.069, -0.142, -3.031], [2.274, -0.292, 3.391], [-3.011, -3.472, -2.457], [-0.036, 2.410, 2.003], [-3.395, 1.023, 3.143], [2.795, 1.693, -1.224], [3.047, 1.870, 2.851], [-4.710, -1.705, -1.103], [1.112, 3.356, -2.623], [0.694, -1.502, 2.053], [3.291, 1.311, 5.797], [2.968, 4.152, -4.116], [-1.492, 1.612, -0.916], [-3.265, -0.534, 1.203], [-1.056, 4.731, -1.570], [-3.371, 2.510, 4.691], [2.826, -0.567, -0.390], [2.453, 3.339, -2.964], [-1.061, -2.640, 1.531], [-0.344, -3.500, -1.246], [0.635, 2.567, -1.585], [2.305, 1.827, 1.696], [-0.202, -0.494, -3.697], [-1.954, -2.905, 0.993], [4.688, -2.163, -0.662], [2.632, -1.597, -0.622], [-3.542, 1.381, -0.564], [-1.501, 3.781, -1.335], [-4.371, -3.495, -2.688], [0.862, 0.766, 0.059]],
  "forces_ev_per_a": [[0.009, 0.024, -0.006], [0.003, 0.002, 0.000], [0.005, -0.002, 0.006], [-0.051, 0.028, -0.027], [0.042, -0.014, -0.010], [0.116, 0.002, 0.045], [-0.011, 0.006, 0.010], [-0.017, -0.012, 0.003], [-0.008, 0.019, -0.020], [0.056, 0.036, 0.055], [-0.011, 0.000, -0.003], [0.069, -0.039, -0.054], [-0.016, 0.008, 0.007], [0.000, 0.022, 0.019], [-0.011, -0.174, -0.018], [-0.007, -0.009, 0.004], [0.009, 0.211, 0.041], [0.059, -0.042, -0.009], [-0.009, -0.002, 0.002], [0.002, 0.002, -0.004], [-0.064, 0.071, -0.010], [-0.003, 0.008, 0.015], [-0.009, -0.008, -0.003], [0.013, 0.000, -0.003], [-0.048, 0.056, -0.006], [-0.090, -0.048, -0.036], [0.013, 0.085, 0.001], [-0.014, 0.212, -0.072], [-0.010, 0.000, 0.013], [0.046, 0.007, 0.026], [0.005, -0.028, -0.010], [-0.013, 0.013, -0.001], [-0.004, -0.005, 0.001], [0.032, 0.000, -0.023], [0.291, 0.047, 0.836], [0.012, 0.004, -0.001], [-0.064, 0.011, 0.006], [-0.003, 0.036, 0.006], [-0.032, -0.010, 0.025], [0.010, 0.016, -0.039], [-0.234, 0.107, 0.028], [0.004, -0.078, 0.049], [0.036, -0.003, -0.002], [0.019, -0.008, 0.010], [-0.027, 0.047, -0.043], [0.016, 0.082, -0.018], [-0.005, 0.020, 0.023], [-0.056, -0.108, 0.005], [0.000, -0.004, 0.005], [0.253, -0.134, -0.819], [-0.171, 0.002, 0.096], [-0.245, -0.031, 0.001], [0.019, -0.318, -0.100], [0.056, 0.134, -0.060], [-0.002, 0.003, 0.006], [0.013, -0.081, 0.070], [-0.004, 0.063, 0.007], [-0.048, 0.066, 0.008], [-0.014, 0.002, 0.001], [0.050, 0.008, -0.026], [-0.021, 0.005, 0.085], [-0.027, -0.031, 0.013], [0.054, 0.028, 0.026], [0.013, -0.030, 0.031], [0.026, 0.075, -0.049], [-0.006, 0.010, -0.003], [0.014, 0.010, 0.007], [-0.063, -0.072, -0.084], [-0.094, -0.185, -0.070], [0.007, 0.013, -0.010], [0.000, 0.005, 0.005], [-0.031, -0.076, 0.026], [0.047, -0.033, 0.008], [0.118, -0.019, -0.007], [-0.265, 0.118, -0.167], [-0.041, 0.073, -0.004], [0.020, -0.061, -0.055], [0.124, 0.192, 0.311], [-0.021, -0.007, 0.013], [0.011, -0.017, 0.002], [0.039, -0.043, 0.038], [-0.012, -0.006, 0.006], [0.050, -0.015, -0.040], [0.014, -0.039, -0.035], [0.091, -0.199, -0.054]],
  "lowdin_charge": [-0.01, 0.08, 0.12, 0.00, 0.13, 0.14, 0.11, -0.30, -0.26, 0.11, 0.09, -0.21, 0.11, 0.72, -0.32, 0.12, -0.10, -0.19, 0.08, 0.08, -0.29, 0.12, 0.09, 0.12, -0.01, -0.31, 0.05, -0.26, -0.03, -0.27, -0.01, 0.13, 0.13, -0.02, 1.90, 0.13, -0.66, 0.11, 0.11, 0.12, 0.06, 0.00, 0.71, -0.04, 0.02, -0.14, -0.03, -0.11, 0.12, -0.59, -0.09, -0.06, -0.11, 0.08, 0.13, 0.64, 0.03, -0.03, 0.10, 0.03, -0.02, -0.01, -0.04, 0.04, -0.03, 0.09, -0.03, -0.14, -0.45, 0.14, 0.12, 0.08, -0.24, -0.09, -0.42, -0.14, -0.04, 0.25, 0.13, 0.12, -0.08, 0.12, -0.01, -0.66, -0.09],
  "charge": 1,
  "de_lowest_ev": 0.079,
  "max_force_ev_per_a": 0.9
}